No. 1
{"formula": "C4H6N2", "method": "ωB97M-V/def2-TZVPD", "elements": ["C", "C", "C", "C", "H", "H", "H", "H", "H", "H", "N", "N"], "xyz": [[1.0178, -0.3425, 1.5475], [0.2115, -0.0962, 0.5011], [0.3830, 0.7838, -0.7238], [-1.0726, -0.8724, 0.2521], [1.9497, 0.2297, 1.7650], [0.6348, -1.0283, 2.3417], [0.2480, 1.9561, -0.5421], [1.2102, 0.6130, -1.3629], [-0.8270, 0.4993, -2.4604], [-1.4154, -1.5408, 1.0399], [-0.8185, 0.4519, -1.4301], [-1.5215, -0.6536, -0.9280]], "lumo_ev": 0.97, "e_above_lowest_ev": 2.471, "spin_multiplicity": 1, "homo_lumo_gap_ha": 0.3307, "smiles": "C=C1C=NNC1"}


No. 2
{"formula": "C7H11NOS", "method": "ωB97M-V/def2-TZVPD", "elements": ["C", "C", "C", "C", "C", "C", "C", "N", "O", "S", "H", "H", "H", "H", "H", "H", "H", "H", "H", "H", "H"], "xyz": [[0.4720, 2.5159, -1.6967], [0.6430, 0.2349, -2.9382], [0.6370, 1.1816, -2.0006], [-1.2097, -1.1007, 0.0812], [0.4112, -1.2239, 2.1075], [-0.5429, 1.0681, 1.3605], [-0.1455, -0.4367, 0.9652], [0.4178, 3.5687, -1.1452], [1.4395, -1.4927, -0.9482], [1.4360, -0.2273, -0.1799], [0.8207, -0.8471, -2.7321], [0.4111, 0.5638, -4.0372], [-2.1477, -1.2653, 0.7356], [-1.5520, -0.4596, -0.7482], [-0.9718, -2.1608, -0.4707], [1.5551, -1.2824, 1.9558], [0.0719, -2.2467, 2.2989], [0.2549, -0.7294, 3.0803], [-1.0741, 1.1534, 2.3545], [0.3698, 1.7176, 1.4082], [-1.2964, 1.4685, 0.5495]], "s_squared": 2.035, "lumo_ev": [0.12, -2.61], "e_above_lowest_ev": 1.427, "spin_multiplicity": 3, "homo_lumo_gap_ha": [0.2657, 0.2588]}


No. 3
{"formula": "CH4ClN3", "method": "ωB97M-V/def2-TZVPD", "elements": ["C", "N", "N", "N", "Cl", "H", "H", "H", "H"], "xyz": [[0.4407, -0.8350, -0.1759], [-0.8136, 0.0254, -0.9618], [-1.0652, 0.3414, 0.4267], [0.0922, -0.0219, 0.9966], [1.5935, 1.1022, 1.2038], [0.1816, -1.8782, -0.0195], [1.4794, -0.5059, -0.6603], [-0.2020, 0.6500, -1.3729], [-1.7065, 1.1219, 0.5632]], "lumo_ev": 0.52, "e_above_lowest_ev": 4.166, "spin_multiplicity": 1, "homo_lumo_gap_ha": 0.3480, "smiles": "ClN1CNN1"}


No. 4
{"formula": "C35H42KO2PS2Te", "method": "ωB97M-V/def2-TZVPD", "elements": ["K", "C", "C", "C", "C", "C", "C", "C", "P", "C", "C", "C", "C", "C", "C", "C", "C", "C", "C", "C", "C", "C", "C", "H", "H", "H", "H", "H", "H", "H", "H", "H", "H", "H", "H", "H", "H", "H", "H", "H", "H", "H", "H", "C", "Te", "C", "C", "C", "C", "C", "C", "C", "H", "H", "H", "H", "H", "H", "H", "H", "O", "S", "C", "C", "C", "C", "H", "H", "H", "H", "H", "H", "H", "H", "C", "S", "C", "O", "H", "H", "H", "H", "H", "H"], "xyz": [[0.1442, -1.6607, -1.4750], [-3.2249, 0.0721, 1.6092], [-2.3228, 0.4497, 2.7551], [-2.7975, 1.3079, 3.7415], [-2.0317, 1.6328, 4.8522], [-0.7698, 1.0798, 4.9934], [-0.2783, 0.2280, 4.0115], [-1.0265, -0.0835, 2.8806], [-0.4834, -1.1901, 1.5075], [1.3271, -1.4185, 1.8389], [2.0395, -0.2431, 2.1146], [3.4025, -0.2396, 2.3660], [4.1009, -1.4366, 2.3083], [3.4239, -2.5948, 1.9673], [2.0483, -2.6215, 1.7189], [1.4465, -3.9380, 1.2890], [-1.3079, -2.7359, 1.8994], [-1.2240, -3.2477, 3.2022], [-1.6425, -4.5155, 3.5316], [-2.1754, -5.3069, 2.4880], [-2.3074, -4.8285, 1.2175], [-1.9267, -3.4912, 0.8389], [-2.1299, -3.0468, -0.4749], [-4.1625, 0.6269, 1.6625], [-3.4570, -0.9963, 1.6210], [-2.7576, 0.2648, 0.6393], [-3.7944, 1.7207, 3.6345], [-2.4257, 2.3033, 5.6056], [-0.1658, 1.3041, 5.8636], [0.7084, -0.1997, 4.1369], [1.4978, 0.6971, 2.1675], [3.9092, 0.6867, 2.6107], [5.1651, -1.4674, 2.5065], [3.9714, -3.5266, 1.8827], [2.2487, -4.6472, 1.0819], [0.8448, -3.8396, 0.3824], [0.7876, -4.3687, 2.0420], [-0.7806, -2.6249, 3.9751], [-1.5652, -4.8908, 4.5427], [-2.5004, -6.3207, 2.6992], [-2.7361, -5.4614, 0.4478], [-2.1567, -1.9759, -0.6515], [-2.7579, -3.6411, -1.1291], [-2.9448, 3.0071, -0.8590], [-1.4939, 1.7152, -1.7478], [-0.3367, 2.2903, -0.0415], [-0.8636, 3.6476, 0.3564], [-0.1132, 4.5298, 1.1242], [-0.6314, 5.7653, 1.4841], [-1.9099, 6.1226, 1.0787], [-2.6653, 5.2417, 0.3173], [-2.1501, 4.0040, -0.0484], [-3.5923, 2.4066, -0.2193], [-3.5500, 3.4798, -1.6288], [0.7237, 2.3100, -0.2886], [-0.5032, 1.5427, 0.7351], [0.8837, 4.2476, 1.4429], [-0.0374, 6.4492, 2.0767], [-2.3172, 7.0876, 1.3516], [-3.6641, 5.5203, 0.0016], [0.4478, -0.2548, -3.3566], [1.1236, -0.2472, -4.7045], [1.3184, 1.4867, -5.1804], [0.7458, 1.6327, -6.5842], [-0.5458, 0.8166, -6.5646], [-0.1659, -0.5334, -5.9593], [2.3630, 1.7725, -5.0684], [0.7106, 2.0180, -4.4411], [1.4390, 1.2233, -7.3239], [0.5872, 2.6812, -6.8340], [-0.9807, 0.6968, -7.5559], [-1.2866, 1.3110, -5.9336], [0.2493, -1.2215, -6.6960], [-0.9658, -1.0400, -5.4197], [3.2865, 0.4767, -1.3110], [3.7035, -1.2579, -1.3198], [4.6056, -1.2766, -2.8556], [2.4129, -1.9933, -1.5884], [4.2043, 1.0654, -1.3225], [2.7446, 0.6671, -0.3862], [2.6582, 0.6831, -2.1794], [5.4958, -0.6559, -2.7528], [3.9617, -0.9226, -3.6624], [4.8954, -2.3100, -3.0380]], "lumo_ev": -0.19, "e_above_lowest_ev": 0.000, "spin_multiplicity": 1, "homo_lumo_gap_ha": 0.1720}


no.,DFT total energy (Ha)
1,-265.44477
2,-801.27801
3,-664.77292
4,-3514.97351